Entry 1:
ORCA calculation (ωB97M-V/def2-TZVPD) on C3H2N2O2 in the gas phase.

Total charge: 0
Largest force on an atom in Eh/bohr: 0.175
HOMO level (alpha / beta) in eV: -10.6 / -10.7
SMILES: C=C(C#N)[N+](=O)[O-]
E_LUMO (alpha / beta) in eV: -1.89 / -2.71
Frontier orbital gap (alpha / beta) in Ha: 0.3212 / 0.2929
Spin multiplicity: 1
Molar mass in g/mol: 98.1
ΔE to the lowest compared entry with this formula, charge and spin in eV: 6.451

Structure (XYZ):
```
9
Properties=species:S:1:pos:R:3:lowdin_charge:R:1
C -0.036 0.016 -0.069 0.27
C -1.356 1.074 0.290 -0.10
C -0.982 2.372 0.604 -0.22
N -0.602 3.430 0.844 0.20
N -2.645 0.532 0.460 -0.42
O -3.441 1.240 1.044 0.10
O -2.863 -0.578 0.025 0.08
H -0.332 -0.990 -0.281 0.04
H 0.929 0.466 -0.131 0.04
```

Entry 2:
ORCA calculation (ωB97M-V/def2-TZVPD) on C3H2N2O3 in the gas phase.

Total charge: 0
Largest force on an atom in Eh/bohr: 0.076
HOMO level in eV: -10.5
SMILES: N#CC(=O)O/C=N/O
E_LUMO in eV: -0.54
Frontier orbital gap in Ha: 0.3675
Spin multiplicity: 1
Molar mass in g/mol: 114.1
ΔE to the lowest compared entry with this formula, charge and spin in eV: 4.502

Structure (XYZ):
```
10
Properties=species:S:1:pos:R:3:lowdin_charge:R:1
N -3.281 -1.139 0.144 0.19
C -2.341 -0.481 -0.133 -0.05
C -1.225 0.495 -0.151 -0.47
O -1.224 1.651 0.048 0.18
O -0.086 -0.259 0.009 0.01
C 1.226 0.314 0.022 -0.12
N 2.091 -0.607 -0.082 0.03
O 3.432 -0.172 0.036 -0.08
H 1.322 1.450 0.266 0.18
H 4.063 -0.962 0.123 0.14
```

Entry 3:
ORCA calculation (ωB97M-V/def2-TZVPD) on C3H2N2O3 in the gas phase.

Total charge: 0
Largest force on an atom in Eh/bohr: 0.146
HOMO level in eV: -10.3
SMILES: O=c1cnnc(O)o1
E_LUMO in eV: -0.68
Frontier orbital gap in Ha: 0.3525
Spin multiplicity: 1
Molar mass in g/mol: 114.1
ΔE to the lowest compared entry with this formula, charge and spin in eV: 4.768

Structure (XYZ):
```
10
Properties=species:S:1:pos:R:3:lowdin_charge:R:1
O 2.164 -1.260 0.202 0.07
C 1.170 -0.593 -0.179 -0.42
C 1.302 0.982 -0.250 0.00
N 0.285 1.792 0.137 0.06
N -1.076 1.139 0.092 0.10
C -1.232 -0.176 0.006 -0.46
O -2.358 -0.735 -0.118 0.11
O -0.064 -1.035 -0.152 0.12
H 2.243 1.571 -0.314 0.12
H -2.436 -1.685 0.577 0.31
```